# 1
Density functional theory data (wB97M-V/def2-TZVPD) for C31H57CrF5N4O10SSbSi4Te as an isolated structure.

Properties
LUMO (spin up / spin down)   3.8 / 3.7 eV
Charge   -2
Kohn-Sham gap (spin up / spin down)   0.2266 / 0.2270 hartree
Multiplicity   4
Energy   -157707.81132 eV
⟨S²⟩   3.771

Cartesian coordinates (Å):
Cr 0.093 0.382 -0.561
O -0.303 3.863 4.372
C -0.278 3.033 3.293
C 0.203 1.730 3.395
C 0.219 0.967 2.249
N -0.196 1.481 1.103
C -0.716 2.692 0.993
C -0.776 3.524 2.090
C -1.277 2.970 -0.400
O -1.813 4.045 -0.606
O -1.145 1.970 -1.199
C 0.560 -0.510 2.140
O 0.832 -1.145 3.146
O 0.429 -0.966 0.939
H 0.087 3.400 5.123
H 0.546 1.301 4.329
H -1.200 4.514 2.005
C -1.989 -2.119 -4.299
Si -0.431 -3.114 -4.044
C -0.707 -4.936 -4.435
C 0.999 -2.437 -5.041
Sb 0.352 -2.742 -1.637
Si -0.730 -4.029 0.294
C 0.337 -4.127 1.818
C -0.738 -5.721 -0.549
C -2.493 -3.558 0.671
Si 2.875 -3.325 -1.598
C 3.444 -3.662 0.151
C 3.032 -4.942 -2.575
C 3.721 -1.939 -2.514
H -2.408 -2.352 -5.283
H -1.771 -1.050 -4.272
H -2.753 -2.320 -3.547
H -1.087 -5.043 -5.455
H -1.434 -5.393 -3.760
H 0.227 -5.498 -4.361
H 0.750 -2.484 -6.107
H 1.909 -3.022 -4.885
H 1.221 -1.398 -4.784
H 1.021 -4.977 1.743
H -0.327 -4.297 2.672
H 0.899 -3.219 2.028
H 0.213 -5.969 -1.026
H -1.526 -5.786 -1.304
H -0.933 -6.487 0.208
H -2.555 -2.621 1.223
H -2.910 -4.351 1.303
H -3.104 -3.477 -0.229
H 3.141 -4.664 0.468
H 3.071 -2.912 0.848
H 4.537 -3.602 0.176
H 2.457 -5.768 -2.149
H 4.087 -5.240 -2.575
H 2.731 -4.813 -3.618
H 3.019 -1.146 -2.787
H 4.208 -2.326 -3.415
H 4.458 -1.465 -1.859
O -1.763 -0.527 -0.537
N -2.585 -0.103 0.350
C -3.847 -0.446 0.198
C -4.309 -1.247 -0.890
N -4.687 -1.891 -1.766
C -4.780 -0.026 1.190
N -5.563 0.286 1.973
C 6.249 -0.954 2.012
C 6.686 0.508 2.066
C 6.739 0.977 3.519
C 8.062 0.661 1.417
O 5.779 1.371 1.412
Si 4.822 1.098 0.056
S 3.221 -0.105 0.371
O 5.869 0.482 -1.091
C 6.382 1.034 -2.295
C 7.221 -0.077 -2.923
C 7.274 2.240 -1.997
C 5.243 1.419 -3.234
O 4.521 2.640 -0.463
C 3.949 3.763 0.189
C 5.079 4.586 0.805
C 3.233 4.551 -0.902
C 2.950 3.346 1.262
H 6.953 -1.575 2.575
H 6.221 -1.304 0.977
H 5.244 -1.069 2.420
H 7.457 0.390 4.097
H 5.751 0.877 3.972
H 7.030 2.029 3.555
H 8.808 0.059 1.944
H 8.370 1.709 1.444
H 8.013 0.340 0.375
H 8.028 -0.367 -2.244
H 7.658 0.252 -3.870
H 6.593 -0.950 -3.109
H 8.047 1.966 -1.275
H 6.679 3.052 -1.581
H 7.758 2.586 -2.915
H 4.645 0.547 -3.499
H 5.640 1.862 -4.152
H 4.577 2.140 -2.759
H 5.771 4.914 0.025
H 5.628 3.978 1.525
H 4.679 5.472 1.308
H 3.943 4.831 -1.684
H 2.781 5.460 -0.496
H 2.453 3.932 -1.352
H 3.441 2.766 2.046
H 2.179 2.721 0.811
H 2.490 4.233 1.708
F 2.046 0.713 -3.887
Te 0.317 1.584 -3.639
F -1.151 2.794 -4.112
F 1.301 3.160 -3.716
F 0.330 1.317 -5.540
F 1.264 1.659 -1.480
O 0.536 -0.866 -1.978

These are the Mulliken partial charges, in e, on atoms 1 to 6:
1. Cr -1.062
2. O -0.591
3. C 1.012
4. C -0.471
5. C -0.622
6. N 1.788



# 2
Density functional theory data (wB97M-V/def2-TZVPD) for a 2-piece molecular cluster, C26H24NO2 overall.

Properties
LUMO   -5.3 eV
ΔE to the lowest compared entry with this formula, charge and spin   135.3 kJ/mol
Charge   +1
Kohn-Sham gap   0.1491 hartree
Energy   -32928.34670 eV

Cartesian coordinates (Å):
C -0.728 -0.192 -3.827
O -0.676 -1.450 -3.187
C 0.464 -1.597 -2.470
C 0.745 -2.687 -1.636
C 1.940 -2.733 -0.881
C 2.200 -3.797 -0.054
C 1.311 -4.866 0.055
C 1.649 -6.026 0.926
C 0.131 -4.825 -0.691
C -0.160 -3.761 -1.511
H -1.715 -0.070 -4.281
H -0.581 0.598 -3.089
H 0.049 -0.128 -4.594
H 1.190 -0.795 -2.514
H 2.649 -1.928 -0.983
H 3.111 -3.821 0.516
H 0.819 -6.727 1.009
H 2.502 -6.567 0.520
H 1.909 -5.702 1.934
H -0.564 -5.642 -0.614
H -1.078 -3.726 -2.074
C -4.501 2.660 -3.249
C -4.862 1.956 -2.118
C -3.919 1.680 -1.153
C -2.606 2.110 -1.300
C -1.622 1.805 -0.235
C -0.394 2.483 -0.185
N 0.474 2.379 0.893
C 0.093 1.832 2.077
C 0.976 1.658 3.141
C 2.322 2.072 2.972
C 3.231 1.866 4.022
C 2.816 1.301 5.197
C 1.484 0.914 5.374
C 0.575 1.078 4.371
C 2.689 2.691 1.750
C 1.780 2.855 0.766
O -1.941 0.963 0.617
C -2.268 2.847 -2.427
C -3.207 3.117 -3.394
H -5.232 2.875 -4.010
H -5.882 1.639 -1.981
H -4.178 1.121 -0.269
H -0.129 3.151 -0.984
H -0.922 1.494 2.172
H 4.261 2.150 3.889
H 3.516 1.167 6.005
H 1.170 0.504 6.319
H -0.459 0.809 4.514
H 3.705 3.023 1.624
H 2.050 3.349 -0.149
H -1.258 3.196 -2.548
H -2.926 3.696 -4.257

These are the Mulliken partial charges, in e, on atoms 1 to 6:
1. C -0.504
2. O -0.301
3. C 0.074
4. C 0.627
5. C -0.655
6. C -0.638



# 3
Density functional theory data (wB97M-V/def2-TZVPD) for a 10-piece molecular cluster, C30H80O10 overall.

Properties
LUMO   0.7 eV
ΔE to the lowest compared entry with this formula, charge and spin   277.4 kJ/mol
Charge   0
Kohn-Sham gap   0.3753 hartree
SMILES   CC(C)O.CC(C)O.CC(C)O.CC(C)O.CC(C)O.CC(C)O.CC(C)O.CC(C)O.CC(C)O.CC(C)O
Energy   -52880.34772 eV

Cartesian coordinates (Å):
C -11.233 -2.186 13.636
C -9.937 -1.723 14.223
C -9.288 -0.533 13.487
O -10.112 -1.465 15.599
H -11.992 -1.436 13.521
H -11.712 -3.005 14.187
H -11.000 -2.520 12.609
H -9.261 -2.592 14.186
H -8.330 -0.324 14.047
H -10.016 0.367 13.556
H -9.082 -0.785 12.488
H -10.547 -0.605 15.749
C -9.077 4.545 22.143
C -10.195 3.842 21.392
C -11.193 4.708 20.636
O -9.631 2.871 20.399
H -8.252 4.992 21.511
H -8.507 3.790 22.759
H -9.376 5.225 22.913
H -10.701 3.131 22.061
H -11.647 5.566 21.182
H -11.995 4.115 20.349
H -10.752 4.994 19.749
H -10.247 2.213 20.067
C -10.910 -5.351 19.733
C -11.912 -4.793 20.739
C -12.734 -5.849 21.452
O -11.145 -4.065 21.733
H -11.420 -5.628 18.792
H -10.342 -6.198 20.097
H -10.146 -4.655 19.466
H -12.598 -4.167 20.139
H -13.411 -6.252 20.717
H -13.288 -5.277 22.220
H -12.134 -6.679 21.858
H -10.316 -3.824 21.300
C -10.676 3.621 16.244
C -11.849 2.727 15.745
C -12.040 2.703 14.238
O -11.565 1.326 16.272
H -9.736 3.420 15.840
H -10.520 3.560 17.346
H -10.916 4.659 16.001
H -12.791 3.020 16.174
H -11.106 2.374 13.766
H -12.264 3.735 14.005
H -12.794 2.059 13.892
H -11.034 1.356 17.103
C -6.793 4.099 18.501
C -6.564 2.589 18.274
C -5.188 2.076 18.741
O -7.574 1.812 18.960
H -7.775 4.388 18.156
H -6.115 4.648 17.890
H -6.599 4.412 19.550
H -6.753 2.244 17.249
H -4.852 2.355 19.716
H -4.440 2.403 18.107
H -5.070 1.004 18.728
H -8.051 2.479 19.546
C -7.673 -2.119 24.940
C -8.068 -0.795 24.244
C -9.000 0.113 25.048
O -6.926 -0.018 23.959
H -6.874 -2.565 24.357
H -8.590 -2.755 25.019
H -7.190 -1.907 25.945
H -8.554 -1.111 23.237
H -8.497 0.161 26.053
H -10.059 -0.108 25.080
H -8.961 1.060 24.470
H -6.179 -0.593 23.716
C -10.531 -1.515 18.710
C -10.710 -0.301 19.534
C -10.174 -0.388 20.934
O -10.250 0.782 18.758
H -11.022 -2.414 19.154
H -9.456 -1.664 18.498
H -11.088 -1.409 17.744
H -11.769 -0.122 19.712
H -10.570 0.496 21.456
H -9.091 -0.470 21.029
H -10.540 -1.247 21.456
H -9.275 0.875 18.738
C -6.058 -3.505 19.911
C -5.406 -2.579 20.942
C -5.663 -1.089 20.662
O -5.867 -2.805 22.299
H -7.138 -3.286 19.734
H -5.825 -4.558 20.175
H -5.679 -3.281 18.927
H -4.326 -2.892 20.904
H -5.054 -0.478 21.327
H -6.789 -0.929 20.777
H -5.354 -0.825 19.734
H -5.732 -3.744 22.470
C -14.588 -1.320 18.389
C -14.553 -0.421 17.130
C -15.922 -0.313 16.440
O -14.070 0.892 17.456
H -14.810 -2.339 18.103
H -15.269 -0.969 19.216
H -13.571 -1.305 18.690
H -13.820 -0.939 16.504
H -16.550 0.438 16.974
H -16.426 -1.253 16.386
H -15.705 0.154 15.486
H -13.134 0.857 17.097
C -6.403 -0.595 15.911
C -6.520 -2.078 15.797
C -5.229 -2.886 15.956
O -7.422 -2.527 16.809
H -7.398 -0.322 16.205
H -5.977 -0.136 15.043
H -5.712 -0.389 16.757
H -6.866 -2.320 14.785
H -4.621 -2.790 15.117
H -5.293 -3.912 16.213
H -4.618 -2.454 16.804
H -8.335 -2.247 16.729

These are the Mulliken partial charges, in e, on atoms 1 to 6:
1. C -1.657
2. C 0.610
3. C -0.750
4. O 0.016
5. H 0.313
6. H 0.349



Maximum force readings, ordered: 0.98 4.42 3.62 eV/A